DFT (ωB97M-V with the def2-TZVPD basis set) results for a 2-piece molecular cluster, C23H20F2N overall at a distorted geometry.

The charge is +1.

Last column: natural (NBO) charge in e.
Atoms and positions in Å:
C1 5.677 3.054 -1.759  -0.657
C2 4.302 2.506 -1.807  0.044
C3 3.225 3.388 -1.899  0.446
F1 3.453 4.722 -1.876  -0.308
C4 1.935 2.911 -1.971  -0.203
C5 1.652 1.534 -1.869  -0.174
C6 0.355 0.962 -1.823  0.166
C7 -0.939 1.541 -1.792  -0.173
C8 -1.211 2.918 -1.681  -0.203
C9 -2.498 3.403 -1.723  0.446
F2 -2.719 4.739 -1.711  -0.308
C10 -3.582 2.530 -1.810  0.035
C11 -4.955 3.091 -1.796  -0.654
C12 -3.335 1.165 -1.862  -0.224
C13 -2.052 0.676 -1.861  -0.067
C14 2.760 0.660 -1.812  -0.065
C15 4.045 1.142 -1.791  -0.229
H1 6.426 2.263 -1.737  0.234
H2 5.872 3.678 -2.630  0.253
H3 5.816 3.673 -0.873  0.254
H4 1.169 3.621 -2.208  0.230
H5 0.355 -0.115 -1.793  0.234
H6 -0.436 3.627 -1.477  0.229
H7 -5.711 2.306 -1.785  0.234
H8 -5.100 3.710 -0.910  0.253
H9 -5.132 3.720 -2.668  0.255
H10 -4.173 0.490 -1.894  0.241
H11 -1.885 -0.387 -1.901  0.233
H12 2.586 -0.402 -1.790  0.233
H13 4.877 0.459 -1.761  0.240
C16 -2.168 -5.907 3.743  -0.200
C17 -0.948 -6.177 3.159  -0.197
C18 0.000 -5.181 3.044  -0.202
C19 -0.257 -3.907 3.520  -0.037
C20 0.754 -2.812 3.347  -0.264
N1 0.621 -2.139 2.148  -0.476
C21 0.506 -1.574 1.142  0.226
C22 -1.489 -3.641 4.093  -0.207
C23 -2.438 -4.636 4.208  -0.188
H14 -2.907 -6.686 3.839  0.222
H15 -0.738 -7.166 2.790  0.221
H16 0.947 -5.380 2.571  0.212
H17 0.668 -2.089 4.166  0.233
H18 1.768 -3.223 3.408  0.233
H19 -1.701 -2.642 4.435  0.211
H20 -3.392 -4.422 4.659  0.219

DFT (ωB97M-V with the def2-TZVPD basis set) results for a 2-piece molecular cluster, C23H20F9N4O6P overall at a distorted geometry.

Its SMILES is [H]/N=C(/C)Cc1c(CN)cc2c(c1P(=O)(O)O)C(=O)c1cc(C(F)(F)C(F)(F)C(F)(F)C(F)(F)F)ccc1C2=O.NC(N)=O.

Last column: natural (NBO) charge in e.
Atoms and positions in Å:
H1 3.715 -1.258 2.448  0.320
N1 3.437 -2.217 2.685  -0.619
C1 3.301 -2.897 1.618  0.334
C2 2.930 -4.364 1.806  -0.674
C3 3.540 -2.312 0.215  -0.556
C4 3.022 -0.887 0.049  0.130
C5 3.958 0.081 -0.290  -0.062
C6 5.429 -0.245 -0.490  -0.244
N2 5.682 -1.210 -1.581  -0.848
C7 3.601 1.405 -0.462  -0.127
C8 2.300 1.773 -0.249  -0.137
C9 1.359 0.831 0.128  -0.014
C10 1.675 -0.510 0.258  -0.471
P1 0.347 -1.716 0.683  2.330
O1 -0.921 -1.371 0.040  -1.096
O2 0.227 -1.916 2.261  -0.956
O3 0.725 -3.199 0.136  -0.974
C11 -0.027 1.371 0.396  0.544
O4 -0.774 0.923 1.241  -0.497
C12 -0.453 2.577 -0.405  -0.046
C13 -1.789 2.734 -0.677  -0.167
C14 -2.237 3.839 -1.368  -0.110
C15 -3.697 4.151 -1.693  0.635
F1 -4.213 4.912 -0.699  -0.310
F2 -3.683 4.943 -2.800  -0.314
C16 -4.602 2.917 -2.043  0.580
F3 -3.906 1.823 -2.391  -0.294
F4 -5.331 3.262 -3.128  -0.295
C17 -5.657 2.501 -0.965  0.556
F5 -6.538 3.473 -0.713  -0.284
F6 -6.376 1.499 -1.528  -0.298
C18 -5.106 1.914 0.366  0.918
F7 -6.179 1.682 1.150  -0.308
F8 -4.541 0.728 0.171  -0.289
F9 -4.318 2.747 1.037  -0.296
C19 -1.287 4.769 -1.773  -0.105
C20 0.049 4.611 -1.500  -0.188
C21 0.489 3.500 -0.807  -0.133
C22 1.917 3.236 -0.437  0.563
O5 2.756 4.111 -0.323  -0.500
H2 3.586 -4.818 2.551  0.240
H3 2.983 -4.911 0.856  0.207
H4 1.893 -4.434 2.153  0.249
H5 4.607 -2.424 0.001  0.276
H6 3.019 -2.943 -0.515  0.217
H7 5.860 -0.648 0.442  0.195
H8 5.995 0.671 -0.696  0.202
H9 4.810 -1.447 -2.034  0.360
H10 6.362 -0.861 -2.239  0.377
H11 4.354 2.130 -0.755  0.241
H12 0.420 -1.058 2.670  0.523
H13 1.049 -3.072 -0.767  0.506
H14 -2.472 1.965 -0.333  0.243
H15 -1.560 5.668 -2.316  0.230
H16 0.766 5.370 -1.803  0.239
N3 -3.442 -3.916 1.670  -0.853
C23 -2.803 -5.124 1.686  0.772
N4 -1.487 -5.074 1.327  -0.852
O6 -3.363 -6.162 1.996  -0.669
H17 -2.994 -3.053 1.416  0.400
H18 -4.410 -3.907 1.927  0.403
H19 -0.977 -5.937 1.322  0.402
H20 -1.020 -4.225 1.073  0.394

DFT (ωB97M-V with the def2-TZVPD basis set) results for C23H20I2N6O7S2Sc as an isolated structure at a distorted geometry.

The charge is -1.

Last column: natural (NBO) charge in e.
Atoms and positions in Å:
Sc1 1.191 -1.024 0.987  1.507
I1 5.111 5.509 -0.853  0.086
C1 4.208 3.633 -0.637  -0.196
C2 4.170 2.760 -1.712  -0.274
C3 3.562 1.528 -1.542  -0.223
I2 3.458 0.222 -3.173  0.114
C4 2.989 1.108 -0.315  0.419
O1 2.434 -0.057 -0.215  -0.771
C5 3.044 2.036 0.754  -0.115
C6 2.506 1.671 2.121  -0.238
N1 1.159 1.088 2.084  -0.650
C7 0.107 2.041 1.772  -0.258
C8 -0.244 2.039 0.303  0.223
C9 -0.777 3.154 -0.331  -0.221
C10 -1.126 3.058 -1.665  -0.180
C11 -0.921 1.858 -2.331  -0.258
C12 -0.374 0.802 -1.624  0.073
N2 -0.049 0.891 -0.335  -0.436
C13 3.645 3.273 0.577  -0.222
H1 4.597 3.030 -2.668  0.228
H2 3.152 0.928 2.584  0.261
H3 2.518 2.567 2.748  0.174
H4 0.984 0.600 2.963  0.453
H5 -0.786 1.767 2.334  0.239
H6 0.391 3.055 2.072  0.186
H7 -0.900 4.082 0.217  0.207
H8 -1.543 3.912 -2.185  0.209
H9 -1.174 1.741 -3.377  0.218
H10 -0.184 -0.156 -2.093  0.220
H11 3.671 3.965 1.411  0.212
N3 -6.019 0.641 -2.343  -0.803
C14 -5.027 0.094 -1.523  0.173
C15 -4.292 0.905 -0.663  -0.269
C16 -3.271 0.371 0.107  -0.154
C17 -2.978 -0.978 0.024  -0.390
C18 -3.711 -1.802 -0.824  -0.085
C19 -4.727 -1.269 -1.594  -0.293
S1 -1.682 -1.699 0.969  2.365
O2 -2.223 -2.849 1.627  -0.915
O3 -1.126 -0.616 1.787  -0.952
N4 -0.548 -1.982 -0.127  -0.988
C20 0.115 -3.181 -0.268  0.598
N5 1.448 -2.993 -0.363  -0.501
C21 2.208 -4.075 -0.442  0.131
C22 1.674 -5.344 -0.462  -0.354
C23 0.291 -5.423 -0.407  0.110
N6 -0.503 -4.362 -0.325  -0.471
H12 -6.410 1.511 -2.021  0.374
H13 -6.725 -0.006 -2.654  0.374
H14 -4.515 1.965 -0.604  0.204
H15 -2.697 1.001 0.775  0.237
H16 -3.474 -2.860 -0.874  0.231
H17 -5.296 -1.909 -2.261  0.204
H18 3.277 -3.904 -0.486  0.206
H19 2.299 -6.223 -0.513  0.220
H20 -0.208 -6.387 -0.432  0.187
O4 2.544 -3.028 3.991  -0.976
S2 1.876 -1.973 3.288  2.585
O5 1.331 -0.919 4.145  -1.022
O6 0.781 -2.479 2.368  -1.010
O7 2.768 -1.308 2.235  -1.003

ΔE to the lowest compared entry with this formula, charge and spin per entry: 39.1 19.4 15.3 kcal per mole
Frontier orbital gap per entry: 5.84 7.96 7.41 eV
Total energy per entry: -1142.62932 -2799.21890 -3896.53116 hartree